[1]
{
  "formula": "C3H6IO3",
  "method": "ωB97M-V/def2-TZVPD",
  "energy_ev": -17452.3071,
  "charge": -1,
  "multiplicity": 1,
  "species": ["I", "C", "O", "C", "O", "O", "C", "H", "H", "H", "H", "H", "H"],
  "coordinates": [[-1.980872, -0.118442, -2.984693], [1.926428, -1.282722, 1.051087], [0.780518, -0.546852, 1.161067], [0.297638, 0.127668, 0.150127], [0.806498, 0.410918, -0.891293], [-0.881392, 0.606088, 0.571907], [-1.784912, 1.204098, -0.335503], [2.787748, -0.846972, 0.544787], [1.681668, -2.234822, 0.580227], [2.296328, -1.355942, 2.073787], [-1.936312, 0.508688, -1.161093], [-1.305392, 1.981638, -0.930163], [-2.687942, 1.546658, 0.169757]],
  "forces_ev_per_a": [[-0.346, -1.473, -3.469], [1.666, -0.850, 0.191], [-0.544, 0.153, 1.261], [-2.004, 2.261, -0.732], [0.948, -0.503, -0.360], [0.305, -0.547, 1.467], [0.668, 0.715, -0.508], [-0.438, 0.502, -0.633], [0.335, -0.226, 0.212], [-0.180, -0.712, 0.077], [-0.802, 0.232, 1.755], [0.116, 0.607, 0.499], [0.276, -0.158, 0.238]],
  "nbo_charge": [-0.856, -0.248, -0.503, 0.981, -0.621, -0.522, -0.324, 0.185, 0.182, 0.177, 0.206, 0.174, 0.168]
}



[2]
{
  "formula": "C3H6InO3",
  "method": "ωB97M-V/def2-TZVPD",
  "energy_ev": -14483.0985,
  "charge": 3,
  "multiplicity": 1,
  "species": ["C", "C", "O", "C", "O", "In", "H", "H", "H", "H", "H", "O", "H"],
  "coordinates": [[1.287046, -0.441128, -0.628233], [0.186159, 0.530928, -0.982729], [-0.794297, 0.336836, 0.056559], [-2.109675, 0.305195, -0.048428], [-2.427663, -0.011635, 1.198311], [-0.246936, -0.268901, 1.887026], [2.203818, -0.178285, -1.165541], [1.033691, -1.484339, -0.844920], [-0.261121, 0.334055, -1.960855], [-3.380292, -0.043825, 1.366739], [0.626915, 1.564666, -0.801448], [1.504617, -0.172727, 0.823849], [2.377736, -0.470838, 1.099670]],
  "forces_ev_per_a": [[-0.217, -0.052, -0.949], [2.492, 1.561, -1.154], [-2.082, 0.465, -1.607], [0.062, -0.034, 1.176], [0.403, 0.183, -1.152], [0.396, -0.596, 2.696], [0.014, 0.057, 0.146], [0.137, -0.048, 0.493], [0.029, 0.317, 0.074], [-1.364, -0.166, 0.581], [-1.079, -0.950, -0.709], [0.279, -0.548, -0.005], [0.931, -0.188, 0.409]],
  "nbo_charge": [-0.128, -0.124, -0.640, 0.830, -0.715, 2.203, 0.318, 0.260, 0.319, 0.627, 0.285, -0.833, 0.595]
}



Values of max |F|, in order: 3.78, 3.16, all in eV/Å.